(1)
The following is a DFT calculation (ωB97M-V with the def2-TZVPD basis set) of a 2-piece molecular cluster, C3H9N2O overall.

Positions of all 15 atoms, in Å:
C (2.6423, 0.4851, 0.2154)
C (-3.5573, 0.1823, -0.2091)
C (1.4746, -0.2605, -0.4263)
N (-2.5540, 0.4174, 0.4796)
N (0.5665, -0.7613, 0.5953)
O (-0.6206, -1.2385, -0.0169)
H (3.0911, -0.1339, 0.9911)
H (3.4037, 0.7311, -0.5265)
H (2.2927, 1.4097, 0.6762)
H (-4.4736, 0.7903, -0.0967)
H (-1.6992, -0.3071, 0.2610)
H (-3.6589, -0.6079, -0.9739)
H (0.9716, 0.3908, -1.1659)
H (1.8494, -1.1399, -0.9707)
H (0.2717, 0.0424, 1.1673)

Computed properties:
charge	-1
lowest unoccupied orbital energy	4.19	eV

These are the Löwdin partial charges, in e, on atoms 1 to 6:
1. C -0.139
2. C -0.281
3. C -0.354
4. N -0.028
5. N -0.238
6. O -0.419



(2)
The following is a DFT calculation (ωB97M-V with the def2-TZVPD basis set) of C3H9N2O as an isolated structure.

Positions of all 15 atoms, in Å:
C (0.3174, 0.6433, -0.9772)
N (0.5657, -0.6895, -0.4650)
C (1.4653, -0.8354, 0.7800)
O (1.6974, 0.2813, 1.5979)
C (-1.2354, 0.7627, -1.3085)
N (-1.9791, -0.2986, -0.9832)
H (0.5137, 1.5651, -0.3096)
H (0.9318, 0.8823, -1.9140)
H (-0.4191, -1.0682, -0.3803)
H (0.8907, -1.5067, 1.4246)
H (2.4716, -1.2802, 0.4512)
H (-1.6327, 0.4990, -0.0669)
H (-1.5189, 1.7717, -1.8959)
H (-1.0520, -0.7227, 1.9780)
H (-1.0163, -0.0039, 2.0691)

Computed properties:
charge	-1
lowest unoccupied orbital energy	3.95	eV

These are the Löwdin partial charges, in e, on atoms 1 to 6:
1. C -0.309
2. N -0.104
3. C -0.511
4. O -0.437
5. C -0.311
6. N -0.016



Most favorable structure: (1). The second most favorable one is 3.534 eV above it.



(1)
The following is a DFT calculation (ωB97M-V with the def2-TZVPD basis set) of a 2-piece molecular cluster, C3H5IS overall.

Positions of all 10 atoms, in Å:
C (0.2289, 1.0095, -2.2123)
C (0.3462, 0.8709, -0.8766)
C (-0.7581, 0.5749, 0.0233)
S (-0.5680, 0.1275, 1.5885)
H (0.9684, 1.2053, -2.8351)
H (-0.8374, 0.9100, -2.6296)
H (1.2995, 1.2250, -0.4045)
H (-1.6899, 0.3864, -0.4478)
I (0.9086, -2.6948, 4.4301)
H (0.1016, -3.6147, 3.3639)

Computed properties:
lowest unoccupied orbital energy	-0.87	eV
structure (SMILES)	C=CC=S.I

These are the Löwdin partial charges, in e, on atoms 1 to 6:
1. C 0.048
2. C -0.269
3. C -0.677
4. S 0.642
5. H 0.002
6. H 0.101



(2)
The following is a DFT calculation (ωB97M-V with the def2-TZVPD basis set) of C3H5IS as an isolated structure.

Positions of all 10 atoms, in Å:
C (-1.7634, 0.8075, 0.9943)
C (-0.4370, 1.0110, 0.9403)
C (1.7162, -1.3255, -1.6843)
S (2.3580, 0.1253, -1.5444)
I (0.9958, -2.4134, -0.0397)
H (-2.6446, 1.5074, 0.9487)
H (-2.1269, -0.1093, 1.3411)
H (0.2186, 0.1875, 1.1347)
H (1.5262, -1.7103, -2.7511)
H (0.1570, 1.9199, 0.6604)

Computed properties:
lowest unoccupied orbital energy	-0.76	eV

These are the Löwdin partial charges, in e, on atoms 1 to 6:
1. C -0.076
2. C -0.107
3. C -1.266
4. S 0.575
5. I 0.771
6. H 0.065



Most favorable structure: (1). The second most favorable one is 0.381 eV above it.



(1)
The following is a DFT calculation (ωB97M-V with the def2-TZVPD basis set) of a 12-piece molecular cluster, C36H104N16O12 overall.

Positions of all 168 atoms, in Å:
C (-5.7698, -3.4560, 4.2328)
O (-6.8942, -3.5542, 3.3478)
C (-6.5864, -3.3007, 1.9999)
C (-5.6752, -2.1123, 1.5742)
C (-6.3083, -0.6594, 1.8588)
N (-5.4939, -2.0768, 0.1813)
H (-6.0456, -3.9594, 5.1594)
H (-5.6000, -2.3904, 4.3872)
H (-4.9118, -4.0032, 3.8424)
H (-6.4313, -4.2314, 1.4541)
H (-7.5152, -3.1069, 1.4633)
H (-4.6849, -2.2387, 2.0118)
H (-5.6027, 0.1485, 1.6649)
H (-6.4873, -0.5581, 2.9292)
H (-7.2308, -0.3773, 1.3513)
H (-6.2200, -2.6417, -0.2353)
H (-4.6603, -2.6146, -0.0083)
C (-2.0395, -7.0593, 2.0827)
O (-1.3415, -7.5407, 0.9116)
C (-1.7117, -6.9891, -0.3404)
C (-1.3995, -5.4470, -0.4644)
C (-1.9688, -4.9494, -1.7956)
N (-0.0224, -5.1612, -0.5801)
H (-1.7993, -6.0069, 2.2343)
H (-1.8834, -7.6335, 2.9960)
H (-3.1220, -7.0512, 1.9556)
H (-1.1536, -7.6003, -1.0497)
H (-2.7676, -7.1322, -0.5697)
H (-1.8172, -4.8732, 0.3629)
H (-1.6487, -5.5574, -2.6417)
H (-1.7317, -3.8923, -1.9151)
H (-3.0496, -5.0892, -1.7721)
H (0.1438, -4.3982, -1.2207)
H (0.5156, -5.9218, -0.9700)
C (-4.0817, 2.8479, 8.7986)
O (-3.6391, 1.7571, 8.0377)
C (-2.2181, 1.5828, 7.7721)
C (-2.1815, 0.2124, 7.1356)
C (-0.6925, -0.1699, 6.9531)
N (-2.8349, 0.2992, 5.8181)
H (-3.7582, 3.8143, 8.4119)
H (-3.7420, 2.7155, 9.8258)
H (-5.1562, 2.6750, 8.8591)
H (-1.6881, 2.2661, 7.1086)
H (-1.6169, 1.4460, 8.6710)
H (-2.6373, -0.5282, 7.7928)
H (-0.5845, -1.1612, 6.5129)
H (-0.0767, -0.1016, 7.8499)
H (-0.1735, 0.5819, 6.3586)
H (-3.7797, 0.6069, 5.9990)
H (-2.4880, 1.0501, 5.2386)
C (8.7158, 2.4151, 0.0498)
O (7.4115, 1.8977, -0.1098)
C (7.3787, 0.5208, -0.4641)
C (7.5108, 0.5400, -2.0207)
C (6.5590, 1.4571, -2.6662)
N (7.2397, -0.7795, -2.6232)
H (9.4206, 1.9888, -0.6640)
H (9.0794, 2.3851, 1.0769)
H (8.6823, 3.4743, -0.2053)
H (8.1800, -0.1305, -0.1149)
H (6.3675, 0.1408, -0.3191)
H (8.5816, 0.6881, -2.1610)
H (6.8010, 1.3662, -3.7251)
H (6.8143, 2.4499, -2.2957)
H (5.5243, 1.1361, -2.5455)
H (7.3438, -1.4321, -1.8594)
H (6.2403, -0.8468, -2.7528)
C (0.2406, 4.5641, 3.5226)
O (1.2163, 5.6143, 3.4169)
C (1.9622, 5.5188, 2.1966)
C (3.2075, 4.5557, 2.2675)
C (4.2730, 5.0350, 3.3725)
N (3.9000, 4.6205, 0.9336)
H (-0.2483, 4.3213, 2.5791)
H (-0.3946, 4.8415, 4.3638)
H (0.5232, 3.5372, 3.7544)
H (1.2882, 5.1205, 1.4383)
H (2.3073, 6.4810, 1.8181)
H (2.9442, 3.5209, 2.4862)
H (3.8097, 4.9609, 4.3563)
H (4.4924, 6.0557, 3.0593)
H (5.1513, 4.3915, 3.4246)
H (4.5191, 3.8260, 1.0084)
H (4.5868, 5.3593, 0.9836)
C (8.7715, -6.3393, 1.8310)
O (7.7635, -6.4870, 0.8514)
C (7.1214, -5.2950, 0.6360)
C (6.0578, -5.3149, -0.5330)
C (6.6820, -5.7726, -1.8816)
N (5.4542, -4.0281, -0.7222)
H (8.3294, -5.8163, 2.6791)
H (9.5736, -5.6749, 1.5099)
H (9.2182, -7.2674, 2.1876)
H (6.4768, -5.1786, 1.5072)
H (7.6319, -4.3358, 0.5498)
H (5.2131, -5.9493, -0.2644)
H (5.8766, -6.0101, -2.5767)
H (7.2191, -6.6834, -1.6168)
H (7.4121, -5.0614, -2.2678)
H (4.7003, -4.1873, -1.3753)
H (5.0822, -3.5597, 0.0916)
C (-5.3918, 7.1982, -6.0348)
O (-5.5033, 7.0972, -4.6352)
C (-4.2983, 6.5731, -4.0626)
C (-4.4019, 6.6503, -2.5275)
C (-3.0867, 6.3772, -1.8322)
N (-5.3894, 5.6962, -2.0288)
H (-5.4202, 6.1517, -6.3383)
H (-4.4264, 7.6072, -6.3328)
H (-6.1656, 7.7083, -6.6086)
H (-4.0148, 5.5510, -4.3139)
H (-3.3971, 7.1513, -4.2663)
H (-4.7145, 7.6514, -2.2307)
H (-2.7246, 5.3677, -2.0271)
H (-3.1975, 6.4569, -0.7507)
H (-2.2182, 6.9980, -2.0521)
H (-5.0405, 4.8245, -2.4010)
H (-6.1980, 5.9355, -2.5846)
C (-6.7488, 1.7688, -7.0082)
O (-7.0978, 0.8697, -5.9795)
C (-6.6568, 1.2263, -4.6365)
C (-5.1217, 0.9131, -4.5618)
C (-4.6868, -0.5371, -4.9842)
N (-4.6687, 1.2692, -3.2512)
H (-7.0526, 2.7670, -6.6929)
H (-7.0839, 1.6172, -8.0343)
H (-5.6699, 1.7403, -7.1610)
H (-6.9317, 2.2747, -4.5210)
H (-7.2041, 0.5791, -3.9510)
H (-4.8364, 1.5805, -5.3750)
H (-3.6229, -0.5797, -5.2176)
H (-5.1193, -0.7964, -5.9506)
H (-5.0153, -1.2264, -4.2064)
H (-3.6636, 1.1794, -3.2079)
H (-4.8927, 0.4585, -2.6921)
N (-0.9369, 0.2505, 1.4299)
C (0.0890, 0.4390, 0.6165)
N (1.1182, -0.2407, 0.9120)
O (-0.0048, 1.1916, -0.2844)
H (-1.7739, 0.7429, 1.1526)
H (-0.8710, -0.3130, 2.2656)
H (0.9559, -0.9291, 1.6330)
H (1.8702, -0.3656, 0.2494)
N (0.9801, 4.4132, -4.2327)
C (1.6820, 5.4952, -4.3682)
N (2.4862, 5.6768, -3.3681)
O (1.6115, 6.2941, -5.3235)
H (0.3768, 4.1439, -4.9967)
H (0.9016, 4.1400, -3.2635)
H (2.6472, 5.1032, -2.5526)
H (3.0863, 6.4888, -3.3947)
N (3.6499, -5.0045, 4.6854)
C (2.9406, -4.5765, 3.7619)
N (2.3343, -5.5735, 3.1918)
O (2.8343, -3.4500, 3.4103)
H (3.5370, -5.9267, 5.0815)
H (3.9670, -4.2114, 5.2242)
H (2.4565, -6.4863, 3.6066)
H (1.8738, -5.5255, 2.2942)
N (1.9015, -2.1072, -6.2271)
C (1.7792, -1.6519, -5.0078)
N (1.4635, -0.4306, -4.8359)
O (2.0278, -2.4279, -4.1312)
H (2.0204, -1.4448, -6.9802)
H (2.2309, -3.0585, -6.3088)
H (1.1473, -0.0631, -3.9499)
H (1.3289, 0.2148, -5.6010)

Computed properties:
lowest unoccupied orbital energy	0.04	eV
structure (SMILES)	COC[C@H](C)N.COC[C@H](C)N.COC[C@H](C)N.COC[C@H](C)N.COC[C@H](C)N.COC[C@H](C)N.COC[C@H](C)N.COC[C@H](C)N.NC(N)=O.NC(N)=O.NC(N)=O.NC(N)=O

These are the Löwdin partial charges, in e, on atoms 1 to 6:
1. C -0.084
2. O -0.178
3. C -0.224
4. C -0.428
5. C -0.042
6. N 0.016



(2)
The following is a DFT calculation (ωB97M-V with the def2-TZVPD basis set) of a 12-piece molecular cluster, C36H104N16O12 overall.

Positions of all 168 atoms, in Å:
C (-20.2298, 2.3732, -0.6498)
O (-20.4819, 3.4902, -1.4725)
C (-19.8989, 4.6460, -0.8586)
C (-20.1207, 5.9002, -1.7136)
C (-19.4490, 7.1385, -1.1626)
N (-21.5685, 6.0934, -1.8255)
H (-20.6454, 2.4980, 0.3529)
H (-19.1590, 2.1552, -0.5678)
H (-20.6217, 1.4456, -1.0672)
H (-20.3955, 4.7876, 0.1043)
H (-18.8454, 4.3957, -0.6809)
H (-19.6755, 5.7098, -2.6963)
H (-19.7195, 7.2590, -0.1102)
H (-19.8261, 7.9507, -1.7887)
H (-18.3616, 7.1761, -1.2389)
H (-21.9926, 6.3795, -0.9506)
H (-21.8443, 5.1398, -2.0501)
C (-31.0033, 6.8401, 2.2376)
O (-29.7228, 7.0751, 2.7659)
C (-28.7886, 7.4979, 1.8011)
C (-27.3943, 7.6405, 2.4399)
C (-27.0152, 8.9187, 3.1618)
N (-26.2730, 7.1841, 1.5809)
H (-31.6474, 6.5483, 3.0640)
H (-30.9917, 5.9916, 1.5399)
H (-31.3816, 7.7084, 1.6900)
H (-28.7469, 6.7653, 0.9838)
H (-29.0880, 8.4558, 1.3446)
H (-27.5521, 6.8379, 3.1745)
H (-26.2008, 8.6277, 3.8189)
H (-27.8447, 9.2868, 3.7732)
H (-26.8019, 9.7126, 2.4458)
H (-26.5205, 7.3715, 0.5988)
H (-26.4119, 6.1754, 1.5993)
C (-20.2176, 5.0757, 2.7729)
O (-20.7402, 6.1441, 3.4936)
C (-21.2645, 7.1584, 2.6620)
C (-21.8733, 8.4090, 3.3557)
C (-21.0333, 8.9145, 4.5062)
N (-23.1630, 7.9785, 3.9236)
H (-19.9471, 4.2749, 3.4654)
H (-19.4113, 5.2803, 2.0618)
H (-20.8535, 4.4371, 2.1364)
H (-20.4747, 7.4971, 1.9716)
H (-22.0505, 6.7734, 2.0031)
H (-21.9591, 9.2099, 2.6293)
H (-20.0366, 9.2539, 4.2053)
H (-20.9042, 8.1816, 5.3025)
H (-21.4909, 9.8070, 4.9396)
H (-23.8421, 7.8144, 3.1857)
H (-23.0067, 7.1184, 4.4341)
C (-27.9575, 11.5412, 0.1069)
O (-28.1805, 12.8734, 0.5482)
C (-28.0579, 13.7716, -0.5662)
C (-28.3020, 15.1958, -0.0935)
C (-29.7162, 15.4899, 0.3662)
N (-27.9829, 16.1901, -1.1770)
H (-28.8508, 11.1677, -0.3987)
H (-27.6730, 10.8290, 0.8804)
H (-27.1521, 11.4512, -0.6303)
H (-27.0640, 13.6542, -1.0080)
H (-28.7943, 13.4639, -1.3174)
H (-27.6179, 15.3327, 0.7488)
H (-30.4940, 15.2972, -0.3768)
H (-29.8773, 16.5195, 0.6802)
H (-29.9063, 14.8307, 1.2186)
H (-28.4285, 15.7372, -1.9783)
H (-26.9865, 16.0524, -1.3559)
C (-19.4276, 10.8107, 0.6081)
O (-20.1347, 11.5814, 1.5766)
C (-19.2364, 12.2855, 2.4390)
C (-19.9594, 13.5440, 2.8958)
C (-20.1143, 14.5194, 1.7264)
N (-19.1108, 14.1826, 3.9348)
H (-18.5474, 11.2841, 0.1666)
H (-20.0722, 10.4342, -0.1834)
H (-19.0404, 9.9427, 1.1594)
H (-18.9207, 11.6547, 3.2804)
H (-18.2871, 12.4834, 1.9324)
H (-20.9334, 13.2866, 3.3196)
H (-20.6084, 15.4690, 1.9354)
H (-20.6608, 14.0180, 0.9278)
H (-19.1172, 14.7743, 1.3646)
H (-19.7159, 14.7855, 4.4849)
H (-18.7987, 13.4870, 4.6068)
C (-19.3987, 13.7926, -3.2600)
O (-20.4899, 12.8817, -3.3307)
C (-21.6886, 13.3016, -2.6751)
C (-22.9431, 12.6786, -3.2135)
C (-23.0924, 12.7358, -4.7411)
N (-24.1103, 13.3378, -2.6065)
H (-19.6133, 14.5726, -3.9931)
H (-18.4900, 13.2193, -3.4072)
H (-19.3682, 14.2392, -2.2593)
H (-21.5244, 13.0148, -1.6293)
H (-21.7118, 14.3908, -2.8080)
H (-23.0088, 11.6057, -3.0355)
H (-22.4122, 11.9689, -5.1243)
H (-22.7232, 13.6491, -5.2167)
H (-24.1055, 12.5345, -5.0803)
H (-24.1108, 13.0442, -1.6233)
H (-24.0365, 14.3493, -2.5153)
C (-22.5579, 8.8839, -3.6184)
O (-21.4989, 8.4023, -4.4007)
C (-21.8471, 7.7591, -5.6140)
C (-22.2904, 6.2983, -5.5096)
C (-22.9815, 5.7664, -6.7903)
N (-23.2702, 6.0434, -4.4396)
H (-23.4061, 9.3112, -4.1631)
H (-22.1628, 9.5933, -2.8881)
H (-22.9573, 8.1085, -2.9604)
H (-22.6115, 8.3682, -6.1161)
H (-21.0373, 7.7724, -6.3467)
H (-21.4374, 5.6589, -5.2521)
H (-23.8675, 6.3264, -7.0784)
H (-23.2084, 4.7144, -6.6253)
H (-22.2529, 5.8231, -7.6054)
H (-23.0132, 6.4465, -3.5521)
H (-23.4187, 5.0471, -4.3770)
C (-23.1968, 3.0016, 3.3038)
O (-24.4283, 3.3900, 2.7181)
C (-24.2249, 3.8881, 1.3986)
C (-25.4871, 3.7050, 0.5646)
C (-25.8523, 2.2381, 0.3376)
N (-25.1493, 4.3086, -0.7398)
H (-22.6972, 3.9038, 3.6732)
H (-22.5056, 2.5279, 2.6020)
H (-23.3699, 2.3325, 4.1439)
H (-24.0539, 4.9649, 1.5309)
H (-23.3847, 3.4225, 0.8762)
H (-26.3107, 4.2534, 1.0340)
H (-25.0611, 1.7247, -0.2152)
H (-26.7616, 2.0880, -0.2440)
H (-25.8883, 1.7551, 1.3157)
H (-25.9270, 4.0903, -1.3561)
H (-25.1648, 5.3215, -0.6479)
N (-26.2896, 6.6889, -3.5965)
C (-26.9883, 6.7906, -2.4281)
N (-28.3015, 6.9860, -2.5517)
O (-26.4280, 6.8749, -1.3117)
H (-26.7562, 6.5035, -4.4615)
H (-25.2807, 6.6703, -3.5262)
H (-28.6473, 7.0411, -3.4917)
H (-28.8764, 7.1297, -1.7431)
N (-23.1132, 13.2911, 1.7617)
C (-24.2172, 12.9877, 1.0416)
N (-25.3859, 13.4980, 1.4854)
O (-24.1542, 12.1293, 0.1392)
H (-22.2644, 12.8166, 1.4882)
H (-23.0619, 14.1358, 2.2990)
H (-26.1395, 12.9431, 1.0806)
H (-25.4458, 13.9623, 2.3682)
N (-22.7734, 9.6675, 0.2061)
C (-23.5700, 8.6967, -0.2913)
N (-24.7100, 9.1954, -0.8798)
O (-23.4243, 7.4904, -0.0773)
H (-23.0723, 10.6318, 0.1296)
H (-22.0641, 9.3155, 0.8203)
H (-25.4304, 8.5494, -1.1488)
H (-24.8358, 10.1910, -0.8168)
N (-26.8620, 13.3342, -3.6985)
C (-27.2493, 12.0749, -3.4089)
N (-26.1833, 11.2503, -3.1617)
O (-28.4202, 11.6811, -3.3894)
H (-25.8711, 13.5493, -3.5946)
H (-27.6334, 13.9372, -3.9213)
H (-26.2591, 10.3250, -2.7903)
H (-25.3689, 11.8370, -2.9804)

Computed properties:
lowest unoccupied orbital energy	0.09	eV
structure (SMILES)	COC[C@H](C)N.COC[C@H](C)N.COC[C@H](C)N.COC[C@H](C)N.COC[C@H](C)N.COC[C@H](C)N.COC[C@H](C)N.COC[C@H](C)N.NC(N)=O.NC(N)=O.NC(N)=O.NC(N)=O

These are the Löwdin partial charges, in e, on atoms 1 to 6:
1. C -0.121
2. O -0.186
3. C -0.200
4. C -0.413
5. C -0.051
6. N 0.074



Most favorable structure: (2). The second most favorable one is 7.525 eV above it.